No. 1
The following is a DFT calculation (ωB97M-V with the def2-TZVPD basis set) of a 2-piece molecular cluster, C3H7N2O2 overall.

Computed properties:
Energy relative to the best compared isomer or geometry (same formula, charge and spin) = 3.4 kcal per mole
2S+1 = 1
Charge = -1
F_max = 0.8 eV/Å
Kohn-Sham gap = 8.54 eV
LUMO energy = 4.28 eV
Total energy = -10301.4885 eV

Last column: natural (NBO) charge in e.
Geometry (Å):
C 1.657 -0.568 1.503  -0.545
C 0.889 -1.657 1.403  0.019
N -0.444 -1.682 0.997  -0.854
H 1.282 0.399 1.197  0.223
H 2.642 -0.656 1.945  0.173
H 1.296 -2.615 1.722  0.152
H -0.736 -0.806 0.524  0.439
H -0.615 -2.465 0.379  0.348
N -1.387 2.253 -1.887  -0.918
C -0.797 1.056 -1.401  0.867
O -0.184 0.360 -2.227  -0.790
O -0.948 0.861 -0.158  -0.840
H -1.623 2.964 -1.220  0.363
H -1.032 2.558 -2.778  0.361

No. 2
The following is a DFT calculation (ωB97M-V with the def2-TZVPD basis set) of a 2-piece molecular cluster, C3H7N2O2 overall at a distorted geometry.

Computed properties:
Energy relative to the best compared isomer or geometry (same formula, charge and spin) = 92.2 kcal per mole
2S+1 = 1
Charge = +1
F_max = 4.1 eV/Å
Kohn-Sham gap = 9.40 eV
LUMO energy = -4.08 eV
Total energy = -10288.8143 eV

Last column: natural (NBO) charge in e.
Geometry (Å):
C -0.382 3.043 -2.502  0.729
C 0.748 -0.493 2.649  -0.121
C -0.169 2.403 -1.371  -0.432
N 0.641 -1.207 1.565  -0.036
N 0.989 1.486 -1.209  -0.716
O -0.551 3.546 -3.519  -0.334
O 0.876 -0.788 0.370  -0.628
H 1.102 0.612 2.567  0.229
H 0.411 -1.033 3.555  0.229
H -1.016 2.408 -0.706  0.285
H 0.323 -2.134 1.623  0.395
H 1.075 0.966 -2.077  0.439
H 0.926 0.662 -0.530  0.500
H 1.979 2.114 -1.121  0.461

No. 3
The following is a DFT calculation (ωB97M-V with the def2-TZVPD basis set) of a 2-piece molecular cluster, C3H7N2O2 overall at a distorted geometry.

Computed properties:
Energy relative to the best compared isomer or geometry (same formula, charge and spin) = 140.7 kcal per mole
2S+1 = 1
Charge = +1
F_max = 4.3 eV/Å
Kohn-Sham gap (spin up / spin down) = 7.54 / 8.07 eV
LUMO energy (spin up / spin down) = -6.44 / -5.94 eV
Total energy = -10286.7086 eV

Last column: natural (NBO) charge in e.
Geometry (Å):
C -0.241 1.328 -1.831  0.349
C 0.086 -0.738 -0.703  0.067
C 0.026 -0.206 1.655  -0.429
N 0.981 1.769 -1.888  0.112
N 0.117 -1.077 0.511  -0.474
O 1.966 1.519 -1.254  -0.124
O -1.063 1.209 -2.834  -0.587
H -0.763 1.526 -0.884  0.256
H 0.161 -1.500 -1.471  0.187
H -0.949 -0.335 2.132  0.239
H 0.794 -0.478 2.379  0.242
H 0.159 0.833 1.365  0.222
H -0.638 1.075 -3.697  0.520
H 0.203 -2.065 0.786  0.421

No. 4
The following is a DFT calculation (ωB97M-V with the def2-TZVPD basis set) of a 2-piece molecular cluster, C3H7N2O2 overall at a distorted geometry.

Computed properties:
Energy relative to the best compared isomer or geometry (same formula, charge and spin) = 178.6 kcal per mole
2S+1 = 1
Charge = +1
F_max = 2.4 eV/Å
Kohn-Sham gap = 10.66 eV
LUMO energy = -4.73 eV
Total energy = -10285.0653 eV

Last column: natural (NBO) charge in e.
Geometry (Å):
C 3.751 0.152 -0.315  -0.043
C 3.278 -0.768 0.303  -0.398
C -2.720 1.204 0.029  -0.275
N -0.364 1.420 -0.424  0.045
N 0.732 1.030 -0.030  0.231
O 0.796 0.014 0.764  -0.426
O -1.422 0.685 -0.114  -0.313
H 4.150 1.030 -0.686  0.250
H 1.866 -0.242 0.718  0.510
H 2.823 -1.697 0.662  0.303
H -3.274 0.276 0.382  0.261
H -2.950 1.574 -0.979  0.196
H -2.750 2.164 0.675  0.214
H -0.241 2.147 -1.182  0.444

No. 5
The following is a DFT calculation (ωB97M-V with the def2-TZVPD basis set) of an isolated ion of composition C3H7N2O2 and charge +1 at a distorted geometry.

Computed properties:
Energy relative to the best compared isomer or geometry (same formula, charge and spin) = 140.0 kcal per mole
2S+1 = 1
Charge = +1
F_max = 6.7 eV/Å
Kohn-Sham gap = 9.20 eV
LUMO energy = -6.06 eV
Total energy = -10286.7419 eV

Last column: natural (NBO) charge in e.
Geometry (Å):
C 0.112 1.825 0.110  -0.420
N -0.397 0.496 0.140  -0.223
C 0.258 -0.723 -0.284  -0.237
C -0.964 -1.765 0.063  -0.073
O -2.129 -1.003 -0.021  -0.205
N -1.937 0.274 -0.087  0.653
O -2.667 1.165 -0.322  -0.137
H 0.983 1.917 0.624  0.249
H 0.332 2.140 -0.889  0.217
H -0.774 2.321 0.540  0.243
H 0.953 -1.105 0.427  0.254
H 0.462 -0.733 -1.296  0.219
H -1.023 -2.583 -0.569  0.241
H -0.825 -2.062 1.072  0.219

No. 6
The following is a DFT calculation (ωB97M-V with the def2-TZVPD basis set) of an isolated ion of composition C3H7N2O2 and charge +1 at a distorted geometry.

Computed properties:
Energy relative to the best compared isomer or geometry (same formula, charge and spin) = 83.0 kcal per mole
2S+1 = 1
Charge = +1
F_max = 5.5 eV/Å
Kohn-Sham gap = 9.64 eV
LUMO energy = -4.36 eV
Total energy = -10289.2138 eV

Last column: natural (NBO) charge in e.
Geometry (Å):
C -0.075 0.891 1.063  0.761
C -0.224 0.087 -1.082  0.500
C 0.139 -1.316 -1.392  -0.711
N 1.170 1.160 0.737  -0.255
N -0.581 0.960 2.279  -0.755
O -0.836 0.481 0.069  -0.442
O 1.566 0.738 -0.533  -0.425
H -0.361 0.615 -1.998  0.230
H 0.353 -2.070 -0.673  0.261
H 1.051 -1.388 -1.981  0.291
H -0.650 -1.565 -1.991  0.251
H 1.863 1.256 1.435  0.429
H -0.339 1.650 3.001  0.444
H -1.518 0.873 2.394  0.422

No. 7
The following is a DFT calculation (ωB97M-V with the def2-TZVPD basis set) of a 2-piece molecular cluster, C3H7N2O2 overall at a distorted geometry.

Computed properties:
Energy relative to the best compared isomer or geometry (same formula, charge and spin) = 82.8 kcal per mole
2S+1 = 1
Charge = +1
F_max = 5.3 eV/Å
Kohn-Sham gap (spin up / spin down) = 9.19 / 9.19 eV
LUMO energy (spin up / spin down) = -4.52 / -4.52 eV
Total energy = -10289.2224 eV

Last column: natural (NBO) charge in e.
Geometry (Å):
C 1.035 0.315 -0.152  -0.274
C 0.478 1.669 -0.144  -0.104
C -0.694 0.490 1.312  0.560
N -1.272 -1.957 -1.317  -0.031
N 0.338 -0.317 0.951  -0.507
O -0.735 -2.823 -0.653  -0.249
O -0.702 1.653 0.682  -0.365
H 0.881 -0.286 -1.023  0.234
H 2.116 0.338 -0.076  0.247
H 1.124 2.416 0.329  0.226
H 0.227 1.968 -1.150  0.240
H -1.412 0.287 2.008  0.234
H -2.033 -2.411 -1.905  0.293
H 0.649 -1.343 1.136  0.496

No. 8
The following is a DFT calculation (ωB97M-V with the def2-TZVPD basis set) of an isolated ion of composition C3H7N2O2 and charge +1 at a distorted geometry.

Computed properties:
Energy relative to the best compared isomer or geometry (same formula, charge and spin) = 34.1 kcal per mole
2S+1 = 1
Charge = +1
F_max = 4.4 eV/Å
Kohn-Sham gap = 11.08 eV
LUMO energy = -3.92 eV
Total energy = -10291.3321 eV

Last column: natural (NBO) charge in e.
Geometry (Å):
H -1.514 -1.578 0.982  0.392
N -0.843 -0.870 0.645  -0.763
C 0.322 -1.176 0.469  0.564
O 1.015 -2.211 0.836  -0.645
C 1.343 -0.228 -0.170  -0.157
O 0.721 0.764 -1.057  -0.407
C -0.276 1.532 -0.917  0.585
N -1.407 1.652 -0.158  -0.730
H 0.588 -2.951 1.112  0.506
H 2.021 -0.902 -0.800  0.271
H 1.899 0.485 0.621  0.257
H -0.192 2.256 -1.754  0.208
H -2.212 2.198 -0.492  0.454
H -1.464 1.030 0.683  0.465